(1)
A molecular structure, C26H58P4STc. Source: OMol25; level of theory: wB97M-V/def2-TZVPD.

Its total charge is +4. As for the gap between HOMO and LUMO (alpha / beta): 5.8 / 4.2 eV. As for the spin multiplicity: 4. The expectation value of S² is 3.830. Its energy above the lowest of the compared OMol25 structures with the same formula, charge and spin is 235.9 kJ/mol. The value obtained for the total energy is -2868.196559 a.u.

```
90
C26H58P4STc | OMol25 | wB97M-V/def2-TZVPD
Tc -1.268 -1.340 -0.751
S -3.502 -0.952 -2.221
P 2.069 3.031 0.104
P -2.252 -3.283 -0.503
P -0.545 -1.142 1.494
P 0.936 -1.344 -1.437
C -4.372 -0.075 -3.393
C 1.399 -3.114 -1.394
C 0.644 3.735 1.103
C -4.244 -0.443 -4.757
C -1.962 -1.226 2.636
C 1.181 -0.760 -3.145
C -5.338 -0.209 -5.583
C -1.213 1.335 -0.495
C 3.605 3.808 0.776
C -2.409 -3.968 -2.192
C -0.290 4.659 0.338
C 1.788 4.797 -2.054
C -2.370 1.317 0.258
C 3.234 2.749 -2.472
C 1.029 4.297 2.484
C 2.320 -0.534 -0.532
C 3.965 5.202 0.261
C -1.599 -4.673 0.452
C 2.017 3.327 -1.728
C 0.519 -2.503 2.102
C 0.384 0.310 2.102
C -5.414 0.769 -2.939
C -6.476 0.997 -3.805
C 4.803 2.854 0.589
C -6.469 0.469 -5.104
C -3.961 -3.134 0.060
H 2.471 5.424 -1.482
H -3.375 -1.045 -5.042
H -0.167 1.345 -0.102
H -1.134 4.927 0.985
H 2.506 -1.031 0.428
H -0.310 1.079 2.453
H -0.727 4.161 -0.531
H 0.085 2.801 1.285
H -2.429 -2.218 2.596
H -4.005 -3.306 1.139
H -3.435 -3.781 -2.540
H 1.508 -2.496 1.635
H 3.023 2.720 -3.550
H 1.028 0.762 1.337
H -2.200 -5.540 0.147
H 3.478 1.720 -2.174
H 4.224 5.174 -0.806
H -1.684 -3.508 -2.880
H 5.642 3.279 1.168
H 0.618 -2.365 3.185
H 0.191 5.592 0.031
H 0.735 -3.689 -2.047
H 1.631 3.581 3.054
H -1.569 -1.027 3.641
H -7.333 1.553 -3.436
H 4.122 3.382 -2.353
H 0.064 -3.477 1.909
H 5.118 2.786 -0.471
H 3.162 5.930 0.423
H 4.594 1.852 1.001
H -1.725 -4.514 1.529
H 3.250 -0.574 -1.119
H -3.341 0.993 -0.185
H 2.026 5.002 -3.101
H 1.122 2.744 -2.018
H -4.399 -2.154 -0.162
H 0.763 5.132 -1.875
H 3.392 3.884 1.858
H 2.429 -3.212 -1.744
H 0.315 -1.054 -3.749
H 1.256 0.334 -3.156
H 2.087 0.528 -0.353
H -5.410 1.060 -1.885
H 1.028 0.005 2.943
H -2.359 1.582 1.310
H -5.299 -0.604 -6.598
H 1.318 -3.510 -0.375
H -1.205 -0.556 -2.112
H -7.334 0.598 -5.759
H -1.217 1.659 -1.561
H 2.091 -1.195 -3.569
H 4.848 5.548 0.816
H -2.700 -0.467 2.350
H -0.538 -4.870 0.249
H -4.520 -3.912 -0.467
H 1.576 5.248 2.421
H 0.109 4.471 3.058
H -2.204 -5.047 -2.131
```


(2)
A gas-phase ion, C6H13N4 (charge +1). Source: OMol25; level of theory: wB97M-V/def2-TZVPD.

Its total charge is +1. As for the gap between HOMO and LUMO: 9.3 eV. Its energy above the lowest of the compared OMol25 structures with the same formula, charge and spin is 143.3 kJ/mol. The value obtained for the total energy is -455.155894 a.u.

```
23
C6H13N4 | OMol25 | wB97M-V/def2-TZVPD
N 0.464 1.880 -0.539
N -2.759 -2.474 -2.034
N -0.871 -1.950 -0.916
N 0.533 -0.355 0.068
C 1.463 1.286 1.647
C 1.762 -0.066 0.857
C -0.365 0.767 -0.184
C 0.147 -1.527 -0.269
C -2.142 -2.113 -0.991
C 1.174 2.350 0.602
H -1.064 0.576 -1.105
H -0.848 1.035 0.788
H -2.722 -2.023 -0.063
H 2.710 0.206 0.297
H 0.842 -2.359 -0.076
H 2.029 2.841 0.314
H -3.627 -3.045 -1.855
H 0.649 1.061 2.358
H 1.926 -0.756 1.701
H -2.211 -2.611 -2.893
H -0.034 2.640 -0.869
H 2.428 1.504 2.211
H 0.515 3.131 0.950
```


(3)
2 unconnected molecules or ions with the total composition C5H9Cl3F3NO2PS. Source: OMol25; level of theory: wB97M-V/def2-TZVPD.

Its total charge is +1. As for the gap between HOMO and LUMO: 7.2 eV. Its energy above the lowest of the compared OMol25 structures with the same formula, charge and spin is 486.1 kJ/mol. The value obtained for the total energy is -2820.299032 a.u.

```
25
C5H9Cl3F3NO2PS | OMol25 | wB97M-V/def2-TZVPD
Cl -1.596 3.421 -3.326
Cl 0.599 5.082 -2.375
Cl -1.034 3.597 -0.474
S 0.401 -2.340 -1.195
P -1.268 -2.263 0.154
F 0.310 0.023 -2.618
F 2.544 -0.919 -2.158
F 1.326 0.240 -0.458
O -0.143 -2.934 -2.550
O 1.543 -3.277 -0.729
N -0.814 -2.001 1.872
C 1.157 -0.677 -1.611
C -0.303 -0.745 2.078
C -0.329 3.598 -2.100
C 1.283 -0.658 2.598
C -1.069 0.683 1.834
H 2.051 -0.897 1.723
H -1.883 -3.597 0.114
H 0.351 2.746 -2.181
H 1.448 -1.477 3.420
H -2.126 0.607 1.336
H 1.446 0.448 2.992
H -2.330 -1.340 -0.272
H -0.394 1.338 1.103
H -1.172 1.344 2.821
```


(4)
A molecular structure, C19H35Cu2N3O. Source: OMol25; level of theory: wB97M-V/def2-TZVPD.

Its total charge is +2. As for the gap between HOMO and LUMO: 4.2 eV. The value obtained for the total energy is -4264.741100 a.u.

```
60
C19H35Cu2N3O | OMol25 | wB97M-V/def2-TZVPD
Cu -4.466 0.518 -4.152
Cu -4.066 -1.782 -2.388
O -2.962 -0.040 -2.836
N -2.142 2.577 -1.615
N -0.777 0.734 -4.378
N 0.612 -1.348 1.333
C -2.731 2.832 -0.396
C 0.204 -5.002 2.639
C -2.354 4.094 -0.012
C 2.690 1.276 4.569
C 0.353 0.015 -4.675
C 1.473 -0.703 -0.849
C 1.493 -0.680 2.370
C -0.392 -0.416 0.696
C 1.459 -1.834 0.166
C -0.101 -2.562 1.920
C 1.097 0.699 -5.593
C -1.279 3.609 -1.927
C -0.751 1.897 -5.121
C 0.416 1.931 -5.828
C 0.701 0.031 3.473
C 0.142 0.035 -0.659
C 1.559 0.264 4.708
C -1.534 4.622 -1.042
C 0.846 -3.644 2.414
H -0.579 -4.994 3.393
H 0.312 1.113 -0.597
H -3.337 2.108 0.125
H 1.783 -3.710 1.868
H -0.697 0.359 1.389
H 1.121 -3.308 3.424
H 2.147 -1.443 2.779
H 0.421 1.023 3.099
H 0.910 0.442 5.567
H -2.136 1.711 -2.119
H 1.052 -2.720 -0.313
H 3.002 1.414 3.524
H -1.146 5.625 -1.084
H 1.991 0.399 -6.111
H -0.529 -0.074 -1.509
H -2.622 4.549 0.927
H 0.648 2.714 -6.531
H 3.610 0.925 5.031
H 0.472 -0.984 -4.283
H -0.642 -2.955 1.054
H 2.030 0.062 1.779
H 0.952 -5.727 2.962
H -1.522 0.458 -3.755
H 2.447 -2.009 0.579
H -1.567 2.601 -5.066
H 1.572 -0.999 -1.892
H 2.463 2.289 4.897
H -0.740 3.652 -2.859
H -2.800 0.219 -1.919
H -0.152 -5.430 1.697
H 2.333 -0.051 -0.693
H -1.278 -1.030 0.515
H -0.819 -2.214 2.656
H -0.251 -0.470 3.652
H 2.062 -0.668 4.998
```


(5)
2 unconnected molecules or ions with the total composition C3H3NS. Source: OMol25; level of theory: wB97M-V/def2-TZVPD.

Its total charge is 0. As for the gap between HOMO and LUMO (alpha / beta): 6.3 / 6.3 eV. Its energy above the lowest of the compared OMol25 structures with the same formula, charge and spin is 555.2 kJ/mol. The value obtained for the total energy is -568.806110 a.u.

```
8
C3H3NS | OMol25 | wB97M-V/def2-TZVPD
S 2.663 -0.478 2.131
N -0.184 0.068 -0.292
C -2.010 -0.597 -2.002
C 0.581 0.107 0.583
C 1.620 0.525 1.345
H -2.842 -0.006 -1.947
H 1.937 1.610 1.360
H -1.766 -1.227 -1.177
```


(6)
A molecular structure, C25H47N4O3PdSSbSi. Source: OMol25; level of theory: wB97M-V/def2-TZVPD.

Its total charge is -2. As for the gap between HOMO and LUMO: 4.9 eV. Its energy above the lowest of the compared OMol25 structures with the same formula, charge and spin is 225.1 kJ/mol. The value obtained for the total energy is -2481.367646 a.u.

```
83
C25H47N4O3PdSSbSi | OMol25 | wB97M-V/def2-TZVPD
Sb -3.219 -2.190 0.585
Pd 1.081 -0.816 -0.427
S 1.685 2.237 -1.144
Si 0.584 -3.324 0.736
O -0.474 -2.173 1.003
O 3.330 -0.307 0.695
O 3.383 -0.708 -1.520
N -0.868 0.971 0.395
N -0.398 3.979 -1.310
N -0.857 2.228 -0.182
N -1.721 4.106 -0.959
C 2.072 -3.323 1.926
C 7.529 -1.638 -0.218
C 7.506 0.748 -0.293
C -2.457 -2.802 -1.402
C -6.070 -3.676 -0.356
C -3.517 -3.144 -2.445
C -3.268 2.623 0.295
C 5.432 -0.466 -0.361
C 9.734 -0.427 -0.129
C -5.428 -2.310 -0.064
C 5.350 2.035 -0.504
C -4.488 -4.645 2.273
C 1.339 -3.542 -1.022
C 3.899 -0.493 -0.401
C -3.165 -3.976 1.921
C -2.470 -3.494 3.193
C 6.116 0.747 -0.381
C -1.545 -1.706 -1.982
C -1.967 3.025 -0.290
C -6.287 -1.521 0.923
C 5.386 -2.969 -0.262
C 0.171 2.824 -0.883
C 6.140 -1.668 -0.282
C -0.167 -5.076 1.043
C 8.227 -0.436 -0.212
H -2.248 -4.336 3.862
H -6.326 -2.022 1.895
H -3.290 2.830 1.367
H 6.024 2.894 -0.529
H -0.551 1.009 1.361
H 0.613 -3.917 -1.751
H -4.078 3.160 -0.192
H -6.695 -3.997 0.481
H 4.653 2.138 0.329
H -2.507 -4.684 1.418
H -7.321 -1.407 0.566
H 4.614 -2.964 -1.033
H 2.712 -4.196 1.761
H -3.033 -3.566 -3.335
H 1.722 -2.568 -1.388
H 2.663 -2.416 1.777
H -4.249 -3.868 -2.089
H 6.053 -3.820 -0.413
H -5.877 -0.520 1.082
H -6.711 -3.644 -1.246
H -2.090 -0.771 -2.152
H -4.920 -5.171 1.424
H -4.329 -5.381 3.072
H -0.096 0.303 -0.079
H 8.038 1.696 -0.287
H 10.170 -1.080 -0.888
H -0.647 -1.471 -1.356
H -3.381 1.545 0.172
H 4.746 2.026 -1.413
H 1.732 -3.343 2.967
H -1.531 -3.010 2.925
H -1.164 -2.054 -2.950
H 10.130 0.579 -0.277
H 4.873 -3.088 0.696
H 8.083 -2.573 -0.171
H 10.070 -0.783 0.849
H -1.845 -3.678 -1.189
H -4.052 -2.243 -2.762
H -5.412 -1.738 -0.999
H 0.037 4.653 -1.907
H 0.505 -5.866 0.692
H 2.184 -4.239 -0.999
H -5.324 -4.454 -0.523
H -1.126 -5.206 0.532
H -0.337 -5.229 2.114
H -5.218 -3.917 2.640
H -3.101 -2.786 3.742
```


(7)
15 unconnected molecules or ions with the total composition C46H130N8O15. Source: OMol25; level of theory: wB97M-V/def2-TZVPD.

Its total charge is 0. As for the gap between HOMO and LUMO: 9.3 eV. Its energy above the lowest of the compared OMol25 structures with the same formula, charge and spin is 0.0 kJ/mol. The value obtained for the total energy is -3397.083922 a.u.

```
199
C46H130N8O15 | OMol25 | wB97M-V/def2-TZVPD
O -5.356 -0.215 -2.094
O 3.830 0.127 -0.966
O 4.103 -1.956 0.776
O -3.385 -3.795 -2.995
O -2.822 -2.909 -0.125
O -1.282 0.357 -5.487
O 0.114 -6.706 1.825
O -3.212 8.711 1.734
O -1.546 -0.405 -0.024
O 3.265 2.544 0.643
O 0.081 3.645 -2.589
O 0.485 -1.380 4.996
O 3.038 -1.530 -4.606
O -4.707 1.020 2.286
O 1.584 2.806 5.139
N -4.358 6.082 1.903
N 3.987 -4.033 -7.300
N 3.485 2.280 8.257
N -2.074 1.312 -2.370
N -2.131 3.570 2.821
N 1.020 1.362 -4.140
N -2.898 -1.289 3.382
N 3.178 -4.684 1.883
C -5.481 0.413 1.219
C 0.676 1.766 -5.508
C -0.146 0.690 -6.238
C 1.897 2.272 6.404
C 5.509 -2.126 1.107
C -4.065 2.333 -3.194
C 2.343 -2.269 -3.604
C -3.581 10.084 1.687
C 3.101 -2.173 -5.886
C 0.371 2.424 4.599
C -3.933 2.139 1.939
C -0.143 -0.544 0.403
C -3.645 2.654 4.429
C 1.495 -6.452 2.092
C 0.788 3.415 -1.394
C 5.325 -3.236 -5.415
C 3.954 -3.491 -5.940
C 5.780 -0.394 -2.314
C 3.224 2.868 6.915
C -3.961 -0.100 -2.372
C -2.104 -3.815 -3.515
C 3.044 1.186 2.631
C 1.524 -4.806 0.150
C -2.964 2.452 3.089
C -3.737 5.576 -0.272
C -3.545 1.314 -2.190
C 1.783 -1.742 4.578
C -3.451 8.031 0.517
C 0.721 -1.299 -0.671
C 1.968 2.185 -6.209
C -1.792 -0.983 4.320
C 6.112 -3.263 0.369
C -2.617 -5.259 0.171
C -0.626 -1.953 4.222
C 4.409 2.561 6.055
C -2.452 -0.955 5.707
C -0.338 -8.039 2.188
C -2.106 -0.606 -6.066
C 1.768 -5.004 1.621
C 3.028 2.575 2.052
C -3.393 6.528 0.908
C 5.087 0.599 -1.398
C -5.885 -1.507 -2.127
C -2.170 -4.420 -4.940
C -0.116 3.482 -0.173
C -2.303 -3.858 0.779
H 1.816 0.746 -4.187
H -0.461 2.644 5.277
H -3.780 -0.370 -3.436
H 0.292 0.443 0.633
H 1.621 4.132 -1.278
H 1.017 2.456 7.047
H -5.743 -2.005 -3.097
H -1.413 0.036 4.213
H -3.000 -0.796 -5.453
H -3.828 1.620 -1.193
H 2.472 -1.141 5.185
H 4.479 1.460 6.038
H 2.461 2.921 -5.556
H -1.544 3.364 2.020
H 0.303 -2.287 -0.816
H 2.069 3.074 2.199
H -5.291 6.112 1.528
H -1.394 -8.082 1.905
H 2.717 2.413 8.916
H 3.978 -1.254 0.096
H -4.384 6.775 2.632
H -2.765 -3.784 1.795
H 5.330 2.994 6.469
H -1.601 -1.550 -6.228
H -5.169 2.316 -3.133
H 0.703 -0.707 -1.589
H 4.391 -4.968 -7.306
H -3.683 4.586 0.158
H -2.386 6.297 1.316
H -0.120 -1.097 1.350
H 5.743 -2.382 -5.948
H 2.006 1.163 6.224
H -1.676 -2.791 -3.566
H -1.217 -3.778 0.898
H -2.173 -5.382 -0.828
H 3.792 -5.339 1.436
H 0.385 1.350 4.384
H -2.316 -5.509 -4.966
H 3.383 -4.223 -5.347
H 2.124 -7.187 1.571
H -0.967 2.840 -0.295
H 1.924 -1.496 3.511
H -3.613 -0.570 3.409
H -0.392 1.056 -7.257
H -2.433 -0.274 -7.084
H -4.767 5.732 -0.581
H -1.776 2.253 -2.280
H -4.183 1.768 4.761
H 5.967 -4.094 -5.583
H 5.350 -3.021 -4.353
H -2.849 10.706 1.133
H -0.303 -2.046 3.171
H 1.769 2.603 -7.201
H 0.440 -0.246 -6.379
H -4.427 8.303 0.095
H 1.325 -2.540 -3.891
H -0.227 -8.132 3.270
H -3.842 2.024 -4.203
H 4.029 0.760 2.525
H 5.730 0.694 -0.511
H 2.261 0.550 2.242
H 3.385 -3.732 1.596
H -0.433 4.533 -0.047
H -3.763 3.333 -2.927
H -2.184 -6.057 0.785
H -2.680 4.410 2.625
H 2.369 -1.616 -2.725
H -1.928 1.079 -3.338
H -1.406 -4.400 -2.914
H -6.088 -0.442 1.577
H 0.432 3.017 -3.256
H -1.764 -0.728 6.534
H -0.846 -2.953 4.679
H -6.135 1.193 0.808
H 2.027 -2.800 4.737
H -5.419 -2.128 -1.356
H 6.757 0.022 -2.557
H -3.100 5.635 -1.161
H 5.932 -1.309 -1.748
H 5.190 -0.678 -3.183
H 3.767 3.267 2.500
H -4.828 0.106 0.411
H 3.540 -1.391 -6.533
H 2.087 -2.390 -6.252
H -1.567 0.171 -0.825
H -2.577 -1.292 2.439
H 1.804 -3.790 -0.139
H -1.236 -4.217 -5.453
H -3.329 1.960 1.052
H 5.436 -4.105 0.418
H 4.546 -3.475 -7.941
H 4.312 2.740 8.609
H 3.512 0.790 -0.309
H 0.073 2.670 -5.520
H 1.742 -1.436 -0.289
H 4.969 1.580 -1.886
H -4.566 3.010 1.739
H 1.111 -4.310 2.194
H 4.238 2.986 5.061
H 3.061 3.955 7.021
H 6.261 -3.044 -0.683
H -3.704 -5.405 0.055
H -2.678 8.332 -0.213
H 1.228 2.407 -1.432
H 1.715 -6.546 3.174
H 2.184 -5.477 -0.413
H -3.320 -0.311 5.869
H -2.315 -2.083 -0.095
H -2.890 2.872 5.191
H 6.009 -1.193 0.857
H -3.539 10.391 2.730
H -3.351 -0.745 -1.732
H 2.746 3.247 0.217
H 0.252 0.812 -3.762
H 2.835 1.355 3.679
H 2.631 1.318 -6.342
H 7.050 -3.503 0.880
H 0.485 3.169 0.683
H -4.357 3.480 4.329
H 2.859 -3.199 -3.338
H -3.367 -3.769 -2.034
H -2.250 1.643 3.209
H 0.167 2.973 3.683
H -4.587 10.257 1.301
H -2.943 -4.003 -5.570
H -6.955 -1.401 -1.912
H 5.580 -2.328 2.188
H 0.199 -8.873 1.707
H -2.784 -1.969 5.954
H 0.490 -4.925 -0.147
```